(1)
A single C3H2O3S molecule in a non-equilibrium geometry. Source: the OMol25 dataset; level of theory: ωB97M-V/def2-TZVPD.

```
9
Properties=species:S:1:pos:R:3:forces:R:3:mulliken_charge:R:1
C -0.232156 -1.077209 0.556644 3.582 3.074 2.515 -0.024
C 0.189929 0.171572 0.741121 1.824 -2.358 0.670 0.085
C -1.217479 -1.398384 -0.144622 -4.861 -5.173 -2.253 -0.281
O 2.142420 0.830195 -0.921971 0.650 0.332 -0.387 -0.482
O 1.478319 2.629415 0.714938 0.078 -0.322 -0.433 -0.491
O -0.272272 0.991518 -0.249142 0.176 3.948 -2.214 -0.270
S 1.292757 1.374739 0.067285 -2.085 -1.222 1.612 0.988
H -1.135018 -2.102138 -1.039632 0.113 1.328 0.852 0.233
H -2.246501 -1.419707 0.275379 0.524 0.393 -0.361 0.241
```
Positions in Å, forces in eV/Å.

Results
frontier orbital gap: 9.29 eV
energy above the lowest of the compared OMol25 structures with the same formula, charge and spin: 697.1 kJ/mol
calculated total energy: -20114.2698 eV
SMILES: C=C=C1OS1(=O)=O
2S+1: 1


(2)
A 2-piece molecular cluster, C5H8NO3 overall in a non-equilibrium geometry. Source: the OMol25 dataset; level of theory: ωB97M-V/def2-TZVPD.

```
17
Properties=species:S:1:pos:R:3:forces:R:3:mulliken_charge:R:1
C -0.006705 1.391265 -0.996431 -1.235 -1.839 -1.011 0.156
C 0.163276 0.316795 -0.076607 1.420 -1.472 -1.942 0.945
C 0.771480 2.587205 -1.126242 0.410 2.092 1.022 -1.053
C -0.759679 -2.537034 1.414757 1.399 -2.207 0.531 -0.986
C 0.425678 -1.580808 1.605953 -0.738 -1.600 -1.073 -0.138
N -1.495548 1.953051 -2.232522 0.131 0.332 0.845 0.261
O 0.812765 0.015858 -1.207088 -1.595 0.213 2.450 -0.339
O -1.768615 1.339141 -3.118071 0.318 -0.686 -0.028 -0.064
O -0.058541 -0.280270 1.021292 0.789 1.668 -1.032 -0.319
H 1.812450 2.365010 -1.345937 0.091 -0.069 -0.076 0.316
H 0.741143 2.922132 -0.061306 0.284 0.941 -0.877 0.304
H 0.394497 3.385451 -1.862950 0.287 -1.275 1.224 0.356
H -0.624341 -3.186502 0.540592 0.224 0.305 -0.034 0.329
H -0.709057 -3.328585 2.291155 -0.776 1.953 -1.483 0.311
H -1.677859 -1.995652 1.194791 -0.175 -0.162 0.971 0.308
H 1.420873 -1.985891 1.337887 -0.607 0.754 -1.078 0.346
H 0.558183 -1.381166 2.620727 -0.227 1.052 1.593 0.266
```
Positions in Å, forces in eV/Å.

Results
frontier orbital gap: 8.54 eV
total charge: +1
energy above the lowest of the compared OMol25 structures with the same formula, charge and spin: 540.4 kJ/mol
calculated total energy: -12933.4555 eV
2S+1: 1


(3)
C11H16Cl3NO2W as an isolated structure in a non-equilibrium geometry. Source: the OMol25 dataset; level of theory: ωB97M-V/def2-TZVPD.

```
34
Properties=species:S:1:pos:R:3:forces:R:3:lowdin_spin:R:1
C -0.751185 0.874332 -0.667084 0.468 -0.670 -0.853 0.014
C -0.908625 -0.529217 -0.960478 0.632 0.125 -1.183 0.040
C 0.394666 -1.136293 -0.886263 -0.323 0.914 -0.815 0.022
C -2.147265 -1.230000 -1.398628 -0.437 -0.087 -0.031 0.011
C 1.351290 -0.100085 -0.554269 -0.274 -0.117 -0.728 0.073
C 0.641884 1.131010 -0.413874 0.084 -0.207 -1.136 0.031
C 1.314528 2.471160 -0.426901 -0.310 0.301 0.379 0.001
C -1.820028 1.905651 -0.804194 -0.069 0.193 0.223 0.001
C 0.736457 -2.508586 -1.347835 -0.069 -0.459 -0.087 0.000
C 2.835407 -0.232662 -0.691606 0.271 0.073 0.190 0.018
W -0.175066 -0.369681 1.133000 0.122 1.973 1.650 1.394
Cl -3.232118 -3.569579 1.317366 -0.137 -0.343 -0.232 0.001
Cl -2.363774 -0.249379 1.764116 -0.898 0.117 0.378 0.115
Cl 0.707573 -2.418297 1.713627 0.539 -1.155 0.010 0.080
H -3.043944 -0.638802 -1.191109 0.193 0.006 0.020 0.001
H -2.311081 -2.185325 -0.884246 0.135 0.091 0.039 0.001
H -2.101425 -1.400129 -2.481271 -0.022 -0.051 -0.002 0.002
H -0.010313 -3.251477 -1.052512 0.026 0.182 0.067 0.000
H 1.702123 -2.854117 -0.974757 -0.090 0.135 0.128 0.000
H 0.796215 -2.515151 -2.441948 -0.041 0.051 -0.056 -0.001
H 3.212333 -1.142267 -0.219965 -0.040 0.024 0.047 0.002
H 3.361300 0.625471 -0.254851 -0.163 -0.244 0.017 0.001
H 3.127632 -0.267978 -1.753105 -0.143 -0.028 0.123 0.004
H 2.274294 2.432664 0.086888 -0.076 0.058 0.115 0.000
H 0.692210 3.207142 0.090893 0.197 -0.230 0.082 0.000
H 1.507228 2.810373 -1.456640 -0.086 -0.313 -0.047 0.000
H -2.790851 1.544171 -0.460989 0.128 -0.055 0.022 0.001
H -1.907185 2.169685 -1.864843 -0.024 0.019 0.002 0.000
H -1.574244 2.801778 -0.231510 0.041 -0.147 0.089 0.000
O -0.167607 2.553454 1.947044 0.466 -0.834 0.607 0.073
H 0.255381 2.179320 2.757553 -0.688 0.569 -1.088 -0.001
O 0.013951 -0.068713 5.388875 0.045 -0.003 0.174 0.041
C 0.116758 -0.048091 4.206973 0.231 0.116 -1.854 0.044
N 0.263478 0.009616 3.012553 0.315 -0.004 3.751 0.033
```
Positions in Å, forces in eV/Å.

Results
frontier orbital gap (alpha / beta): 5.78 / 6.22 eV
total charge: -2
calculated total energy: -56647.1773 eV
⟨S²⟩: 2.01
2S+1: 3


(4)
C20H38AlGeN4O3S3Se as an isolated structure in a non-equilibrium geometry. Source: the OMol25 dataset; level of theory: ωB97M-V/def2-TZVPD.

```
71
Properties=species:S:1:pos:R:3:forces:R:3:mulliken_charge:R:1
Al 9.361069 8.134193 16.356906 -0.866 -0.945 -0.473 -0.384
C 11.562622 6.556032 22.818427 0.045 0.962 -0.112 -1.363
C 10.214235 6.562508 22.038220 -0.085 0.234 0.337 -0.166
N 10.452752 7.076869 20.669714 -1.730 -0.249 0.012 -0.213
C 9.489342 7.408237 19.789646 0.709 0.152 -0.575 0.695
S 10.057615 8.407366 18.473810 0.866 1.001 0.479 -0.409
N 8.215538 7.072648 19.841146 -0.391 -1.103 -0.136 -0.080
C 7.749802 5.693744 20.255534 -0.092 0.361 0.610 -0.337
C 6.882085 5.088329 19.129318 0.639 -0.786 0.823 -1.026
H 11.480583 6.312904 23.883649 -0.356 -0.306 -0.398 0.363
H 12.017642 7.564407 22.839139 -0.494 -0.129 -0.160 0.383
H 12.356370 5.952328 22.368605 -0.493 -0.367 -0.055 0.359
H 9.435909 7.228028 22.505138 0.822 -0.624 -0.170 0.284
H 9.770091 5.563929 21.926214 0.362 0.284 0.431 0.214
H 11.343729 7.492678 20.513333 0.569 0.171 -0.380 0.312
H 7.606294 7.529878 19.139438 0.438 -0.259 0.312 0.167
H 7.202572 5.799462 21.246995 0.717 -0.363 -1.276 0.340
H 8.655256 5.068190 20.341562 -0.504 0.366 0.375 0.365
H 6.546435 5.880324 18.505724 -1.085 0.614 -0.372 0.204
H 6.081262 4.463801 19.585840 0.437 0.583 -0.664 0.353
H 7.492703 4.482605 18.439016 -0.156 -0.032 0.502 0.260
Se 7.971602 3.941510 14.647375 -0.237 -0.056 0.239 -0.043
C 8.454754 5.424362 15.396140 0.845 0.656 0.222 0.897
N 8.912243 6.416711 15.870312 -0.255 0.045 -0.060 -0.606
C 14.072332 6.619024 13.781862 0.835 0.291 1.048 -0.806
O 13.102282 7.733269 13.818815 -0.373 -0.813 1.036 -0.300
C 12.466342 7.942061 14.998415 0.245 -0.406 -1.689 0.446
S 12.910828 7.517901 16.476098 0.045 -0.043 0.239 -0.189
S 10.955204 8.883082 14.675639 -0.032 0.363 1.403 -0.244
H 13.901778 5.941980 14.669191 0.419 0.933 -0.955 0.398
H 15.117548 7.036716 13.722747 -1.176 -0.351 0.484 0.250
H 13.923753 6.051509 12.880423 -0.475 0.063 -0.454 0.287
O 6.382431 8.248012 17.517648 1.221 1.631 -1.385 -0.710
C 6.655465 9.126221 16.661464 -1.273 -2.181 1.922 0.200
C 5.636383 10.147544 16.198137 -0.270 -1.168 -1.555 -0.525
C 6.415256 10.896984 15.075256 -0.934 0.786 0.792 -0.471
C 7.806612 10.317784 15.096058 1.242 -0.458 -0.538 0.237
O 8.774586 10.699607 14.437535 -1.480 -0.752 0.927 -0.601
N 7.864972 9.233859 16.020161 0.043 1.168 -0.724 0.638
H 5.224696 10.676584 17.045532 0.395 0.612 0.158 0.336
H 4.718788 9.605743 15.811638 1.213 0.342 0.240 0.262
H 6.536899 11.952858 15.356773 -0.104 -0.135 -0.385 0.287
H 5.909039 10.847789 14.086458 0.637 -0.022 0.605 0.309
C 8.179547 11.228325 9.153721 0.039 -0.108 0.954 -1.277
C 8.784720 10.792281 10.523612 1.216 -1.374 -1.607 -0.186
C 10.090226 9.853944 10.166920 -1.615 1.923 1.108 -0.763
C 10.871857 9.431786 11.408275 0.467 -1.145 0.086 -0.879
Ge 10.021436 8.203680 12.721431 0.173 -0.996 -2.520 0.817
C 10.426304 6.304203 12.247949 0.612 0.726 1.270 -0.171
C 9.843926 5.797471 10.939700 -0.674 -0.046 0.350 -0.722
C 8.366571 5.330714 11.124722 0.076 0.590 0.025 0.403
C 7.871036 4.838283 9.753074 -0.068 -0.165 -0.212 -1.299
H 7.247042 11.770615 9.363517 0.279 0.065 -0.374 0.375
H 7.928277 10.366790 8.500445 0.334 0.521 0.341 0.312
H 8.928932 11.896000 8.690482 -0.626 -0.310 -0.169 0.328
H 8.072197 10.167254 11.082864 0.155 0.431 0.066 0.268
H 9.063423 11.716190 11.070755 -0.020 -0.809 0.005 0.278
H 10.720864 10.529111 9.560751 -0.091 -0.659 -0.017 0.460
H 9.738188 8.987672 9.585862 0.211 0.388 0.059 0.196
H 11.228227 10.253539 12.001256 0.025 0.744 0.086 0.629
H 11.793575 8.882861 11.116003 -0.432 0.180 0.099 0.409
H 8.516609 8.187789 12.730985 -0.581 0.528 0.626 -0.172
H 10.037584 5.692681 13.062991 0.176 -0.113 0.135 0.099
H 11.517873 6.292947 12.310071 -0.031 -0.398 -0.272 -0.045
H 10.457512 4.968808 10.565830 -0.128 0.107 0.030 0.452
H 9.869575 6.588508 10.180537 -0.019 -0.187 -0.098 0.143
H 7.804538 6.197863 11.550642 0.064 -0.327 -0.803 0.173
H 8.224193 4.615766 11.957512 0.541 -0.113 -0.743 -0.175
H 8.038146 5.634092 8.997438 -0.285 -0.494 0.335 0.285
H 6.848366 4.450076 9.673919 -0.069 0.647 0.389 0.375
H 8.429245 3.952215 9.422112 0.389 0.325 0.167 0.314
```
Positions in Å, forces in eV/Å.

Results
frontier orbital gap: 7.96 eV
total charge: +1
energy above the lowest of the compared OMol25 structures with the same formula, charge and spin: 0.0 kJ/mol
calculated total energy: -194422.5316 eV
2S+1: 1